1.
The following is a quantum chemistry calculation of C46H48N3PY as an isolated structure in a non-equilibrium geometry, from OMol25.

Geometry as XYZ:
```
99
Properties=species:S:1:pos:R:3:mulliken_charge:R:1
H 3.16 1.15 3.54 0.338
C 2.02 1.08 -5.70 -1.106
C 1.48 2.92 0.92 -1.266
H -6.44 4.10 0.52 0.339
C 0.14 -2.14 2.13 0.662
C 3.31 -0.96 -5.19 -1.527
Y 0.69 -0.39 -0.12 -0.522
H -6.16 2.99 2.75 0.382
C -3.30 1.90 1.23 0.198
C 2.20 0.81 3.11 -1.349
C -0.03 1.69 -4.61 -1.026
H 0.14 3.06 6.41 0.335
C -0.45 1.24 5.41 -0.741
H -2.03 0.83 -3.33 0.670
C 2.62 1.85 -1.88 -1.523
C 1.01 -4.11 -0.83 -1.148
C -1.37 1.49 3.17 0.356
H -0.76 -2.84 3.96 0.419
H 2.69 -2.29 2.16 0.139
H -4.12 1.69 3.23 0.139
H 0.01 3.22 -7.03 0.332
C -1.16 0.27 -2.93 -1.588
C 0.10 -4.78 1.32 -0.896
H 0.87 4.14 -5.78 0.314
C 0.97 1.98 -5.54 0.620
H 3.49 1.60 -2.50 0.457
C 3.00 -0.50 1.03 0.357
C -3.45 2.53 -0.02 -0.276
H 1.39 -2.88 -5.12 0.912
H 1.45 1.58 3.34 0.237
H 1.89 -0.09 3.66 0.270
C -4.57 3.33 -0.26 -0.446
H -1.09 -0.40 4.18 0.183
H -0.65 4.54 4.56 0.388
H 2.79 1.31 -6.45 0.216
C 0.90 3.22 -6.39 -1.557
H 2.60 2.93 -1.71 0.487
C 2.31 0.59 1.65 0.908
C 1.08 -0.39 -4.03 0.569
C 4.04 -0.96 -1.29 -1.411
C 1.36 -2.83 -4.05 -0.824
C 3.24 -0.15 -0.34 0.970
H -0.14 0.59 6.23 0.409
C -4.26 2.12 2.23 -0.180
H 1.74 -4.84 -3.30 0.490
H 4.16 -1.42 2.57 0.327
C 2.08 1.59 0.65 0.170
H 3.10 -1.99 -5.48 0.353
H 0.36 -1.14 2.52 -0.259
C 0.49 -3.74 0.42 0.670
C 1.53 -3.80 -3.16 -1.030
H 3.45 -1.83 -1.62 0.122
C -5.55 3.50 0.73 -0.532
H 1.74 1.60 -2.50 0.185
H 1.11 3.40 0.01 0.338
H 2.22 3.60 1.39 0.291
H 3.95 -0.98 -4.29 0.125
H 4.96 -1.35 -0.82 0.478
C 3.51 -1.70 1.74 -1.474
C -5.40 2.89 1.98 -0.839
H 3.90 -0.50 -6.00 0.397
H -0.85 -5.22 3.19 0.364
C -0.43 -4.45 2.55 -0.934
H 0.63 2.86 1.61 0.046
H -1.00 0.70 -1.91 -0.137
N 1.12 -1.65 -3.35 0.989
C -0.73 3.45 4.47 -0.547
H 1.78 3.25 -7.05 0.346
C 2.09 -0.11 -4.98 0.884
H -3.30 -0.04 4.04 0.176
C -2.81 -0.71 2.04 0.917
C -4.15 -3.07 2.77 -0.632
H -1.45 -0.79 -2.84 0.245
C -0.31 2.62 5.51 -0.782
H -4.62 -4.00 3.07 0.336
C -4.01 -2.03 3.70 -0.838
C -0.38 -3.12 2.98 -1.105
C -3.69 -2.90 1.46 -0.523
H -4.37 -2.14 4.72 0.360
H -0.88 2.37 -4.49 0.384
H -2.65 -1.62 0.07 0.110
C 0.95 -1.88 -1.99 -0.870
P -1.86 0.79 1.53 1.619
C -3.38 -0.85 3.31 -0.285
N 1.14 -3.28 -1.92 0.628
H 4.31 -0.39 -2.18 0.284
H -3.84 -3.69 0.72 0.398
H 1.31 -5.15 -1.02 0.169
H -4.68 3.82 -1.23 0.387
H -2.70 2.39 -0.80 0.099
C -1.27 2.89 3.31 -0.756
H -1.63 3.55 2.52 0.419
C -3.02 -1.73 1.10 -0.526
C 2.64 1.13 -0.59 0.499
C 0.00 0.51 -3.85 1.484
H 0.19 -5.81 0.95 0.356
N 0.44 -2.41 0.82 1.231
H 4.06 -2.36 1.06 0.426
C -0.96 0.68 4.24 -0.254
```

Results
Relative energy (zero: lowest compared OMol25 entry of this formula, charge and spin) in eV: 0.0000
Calculated total energy in a.u.: -2325.57432
Gap between HOMO and LUMO (spin up / spin down) in eV: 3.175 / 3.376
Total charge: -1

2.
The following is a quantum chemistry calculation of C17H23NO in the gas phase, from OMol25.

Geometry as XYZ:
```
42
Properties=species:S:1:pos:R:3:nbo_charge:R:1
H -7.80 1.26 -0.72 0.212
C 6.14 -1.05 0.12 -0.430
C 2.61 0.52 -0.49 -0.417
C 4.08 0.32 -0.24 0.022
H 6.50 0.40 1.66 0.196
C -1.95 -0.22 -0.24 -0.489
C -6.42 -0.36 -0.89 -0.192
H 6.28 -1.86 0.84 0.212
H -1.95 0.87 -0.28 0.223
H -7.04 -0.93 -1.57 0.210
H -4.18 1.63 1.52 0.208
C 1.78 -0.76 -0.58 -0.231
H 6.63 -1.37 -0.81 0.205
H 4.49 2.34 -0.79 0.208
H -4.86 -1.83 -0.88 0.207
C 6.80 0.23 0.63 -0.392
H 4.12 -1.78 -0.28 0.200
H 6.88 2.31 0.06 0.206
H -2.18 -0.59 -1.25 0.218
C -5.19 -0.87 -0.51 -0.255
C -0.57 -0.70 0.17 0.682
H 6.58 1.20 -1.27 0.195
H 2.49 1.08 -1.42 0.197
C -6.03 1.58 0.45 -0.202
H 2.13 -1.39 -1.41 0.191
O -0.32 -1.24 1.22 -0.627
C -6.84 0.86 -0.42 -0.229
C 4.85 1.61 -0.07 -0.435
H -6.36 2.54 0.83 0.211
C -4.81 1.07 0.84 -0.250
H 1.84 -1.32 0.35 0.239
H -2.74 -0.36 1.75 0.228
H 0.12 0.04 -1.61 0.388
C 6.35 1.40 -0.23 -0.390
C -4.37 -0.17 0.36 0.086
H 4.64 2.01 0.93 0.208
C -3.02 -0.70 0.75 -0.436
H 2.21 1.14 0.32 0.214
N 0.38 -0.46 -0.77 -0.614
C 4.68 -0.86 -0.15 -0.204
H -3.03 -1.79 0.76 0.219
H 7.89 0.13 0.60 0.207
```

Results
Relative energy (zero: lowest compared OMol25 entry of this formula, charge and spin) in eV: 0.0000
SMILES: O=C(CCc1ccccc1)NCCC1=CCCCC1
Calculated total energy in a.u.: -791.60103
Gap between HOMO and LUMO in eV: 9.784
Total charge: 0

3.
The following is a quantum chemistry calculation of a 2-piece molecular cluster, CH5NOSi overall in a non-equilibrium geometry, from OMol25.

Geometry as XYZ:
```
9
Properties=species:S:1:pos:R:3:nbo_charge:R:1
H 2.99 0.34 -0.79 0.152
N 1.25 0.31 0.32 -0.126
C 2.51 0.57 0.20 -0.267
H -2.04 -1.11 -0.36 -0.126
O 0.58 -0.29 -0.57 -0.514
H -1.63 0.97 1.34 -0.115
Si -1.92 0.27 0.07 0.970
H -2.43 1.12 -1.10 -0.156
H 2.99 0.92 1.04 0.182
```

Results
Relative energy (zero: lowest compared OMol25 entry of this formula, charge and spin) in eV: 4.8843
Calculated total energy in a.u.: -460.38257
Gap between HOMO and LUMO (spin up / spin down) in eV: 6.673 / 5.875
Total charge: 0

4.
The following is a quantum chemistry calculation of a 7-piece molecular cluster, C21H21F7O21 overall in a non-equilibrium geometry, from OMol25.

Geometry as XYZ:
```
70
Properties=species:S:1:pos:R:3:nbo_charge:R:1
O -6.75 13.69 -12.93 -0.475
O -14.57 21.91 -6.93 -0.544
C -12.90 19.21 -5.87 0.430
O -8.80 11.21 -8.86 -0.545
H -11.89 10.05 -4.17 0.223
C -14.68 14.39 -12.74 0.434
C -17.68 15.82 -9.73 -0.127
O -12.34 10.79 -6.11 -0.480
H -14.50 17.93 -6.67 0.198
C -13.04 15.47 -9.27 0.971
H -5.51 15.33 -12.73 0.207
C -11.47 10.58 -5.02 -0.127
H -10.17 14.33 -8.94 0.232
C -10.21 9.91 -5.63 0.438
H -15.84 14.74 -14.52 0.203
O -6.27 13.41 -10.76 -0.512
F -5.74 11.62 -6.12 -0.354
O -12.06 10.84 -8.35 -0.558
F -10.86 16.19 -7.22 -0.336
H -13.08 18.04 -7.69 0.206
H -7.30 15.65 -12.78 0.222
O -6.71 11.09 -8.07 -0.467
O -18.49 16.22 -8.60 -0.481
O -15.09 12.86 -14.43 -0.479
C -16.97 17.11 -10.07 0.412
C -11.70 15.16 -7.54 0.431
O -18.42 17.96 -7.18 -0.557
C -6.51 15.00 -12.42 -0.129
C -14.90 14.26 -14.22 -0.135
H -16.00 16.96 -10.53 0.208
O -15.58 11.13 -13.06 -0.534
C -13.74 18.62 -7.04 -0.117
H -17.07 14.97 -9.45 0.208
H -11.43 13.25 -8.42 0.228
C -6.56 13.32 -7.50 -0.142
F -17.73 17.77 -11.03 -0.363
H -14.19 14.70 -14.92 0.209
H -13.62 14.63 -12.59 0.169
H -11.78 14.57 -6.63 0.158
H -18.32 15.48 -10.54 0.217
H -11.09 11.54 -4.63 0.175
H -9.27 10.25 -5.24 0.176
C -5.81 12.00 -7.46 0.428
O -14.21 19.81 -7.63 -0.472
C -6.72 14.75 -10.92 0.429
H -4.82 11.97 -7.91 0.190
C -18.03 17.40 -8.14 0.967
F -11.70 19.64 -6.37 -0.350
H -12.78 18.42 -5.14 0.172
H -6.46 13.94 -6.60 0.223
O -13.67 20.33 -5.57 -0.496
O -16.96 17.83 -8.89 -0.487
C -7.88 11.72 -8.30 0.960
O -12.00 14.86 -9.78 -0.462
F -10.35 8.55 -5.49 -0.342
O -13.97 15.83 -9.95 -0.599
C -14.18 20.80 -6.74 0.971
O -5.95 11.71 -12.17 -0.533
H -6.14 14.10 -8.15 0.193
O -7.89 12.96 -7.80 -0.485
F -8.06 14.78 -10.65 -0.344
O -10.42 10.15 -7.01 -0.474
H -6.21 15.46 -10.28 0.171
O -14.92 13.13 -12.21 -0.498
C -11.65 10.60 -7.26 0.971
O -13.01 15.57 -7.92 -0.486
C -11.23 14.29 -8.71 -0.138
F -15.57 15.31 -12.26 -0.340
C -15.30 12.26 -13.25 0.972
C -6.38 12.81 -11.99 0.964
```

Results
Relative energy (zero: lowest compared OMol25 entry of this formula, charge and spin) in eV: 1.7423
SMILES: O=C1OC[C@@H](F)O1.O=C1OC[C@@H](F)O1.O=C1OC[C@@H](F)O1.O=C1OC[C@@H](F)O1.O=C1OC[C@@H](F)O1.O=C1OC[C@@H](F)O1.O=C1OC[C@@H](F)O1
Calculated total energy in a.u.: -3091.99397
Gap between HOMO and LUMO in eV: 10.882
Total charge: 0

5.
The following is a quantum chemistry calculation of C39H62BBaF2N5O3PS3Sb as an isolated structure in a non-equilibrium geometry, from OMol25.

Geometry as XYZ:
```
118
Properties=species:S:1:pos:R:3:mulliken_charge:R:1
H 5.69 -2.63 -0.18 0.434
H -5.34 4.48 -0.79 0.366
C 5.71 1.52 -0.42 -0.770
H 4.49 -3.17 -1.25 0.361
H 0.14 2.92 1.17 0.431
H 5.16 -1.02 -1.91 0.477
C 1.55 1.40 -2.84 1.135
C -6.08 -3.94 -1.35 -1.204
H -1.82 -1.81 -4.25 -0.171
H 0.72 0.09 -5.28 0.385
C -6.07 -0.14 -3.24 -0.511
C 0.38 0.93 -3.30 -1.026
H -0.15 -2.09 -3.83 -0.035
H -6.77 -5.13 0.94 0.407
H -5.42 -5.56 2.95 0.381
C -2.48 -0.36 1.90 -0.921
H -2.09 -3.65 1.08 0.725
H -6.47 -2.93 -1.43 0.206
H -0.63 3.18 -2.46 -0.813
H 4.27 2.17 0.83 0.324
N 4.55 2.39 -0.13 -0.116
C -4.51 -2.26 -4.06 -0.401
P 5.42 -0.13 0.35 0.880
H 2.43 1.77 -4.80 0.503
H 0.20 0.46 3.71 0.295
H -5.56 2.55 -2.44 -0.084
H -1.99 2.80 2.27 0.501
H 4.75 3.38 -0.22 0.332
C -5.21 -4.11 -0.13 0.910
H -0.90 4.91 -2.73 0.486
F 1.77 -3.74 -0.55 -0.228
H -2.77 -5.54 -1.23 0.445
H -6.92 -4.63 -1.32 0.468
O 4.45 0.13 1.47 -0.644
H -3.39 -0.14 2.47 0.684
H 1.91 0.64 3.90 0.522
O -1.74 3.31 -0.27 -0.094
H 2.14 -1.33 2.14 0.002
N 4.73 -2.50 -0.52 -0.148
H 2.09 1.65 1.93 0.014
C -0.98 -6.28 -3.98 -0.751
H -3.10 1.88 -2.57 -0.949
C 0.11 0.86 -4.79 -2.348
H 3.57 2.10 -0.73 -0.466
F 1.82 -2.76 -2.52 -0.135
H -3.03 -4.85 3.00 0.508
H 2.88 2.95 -3.56 0.261
C -2.10 3.98 -1.20 -0.309
C -1.31 -3.88 -3.82 0.961
H 6.61 1.93 0.05 0.349
H -5.51 -4.13 -2.26 0.169
C -2.43 3.64 -3.63 -1.177
H -0.93 0.60 -4.97 0.159
S 1.91 1.54 -1.11 -0.177
Ba -0.01 -0.21 0.55 0.893
S -0.14 -2.28 2.34 0.014
H 3.59 1.34 -3.54 0.146
C -2.04 -4.08 -2.63 0.584
H -3.84 0.42 -0.98 -0.436
C -1.00 -2.52 -4.36 -0.804
C -3.65 -4.63 2.14 -0.797
H 4.07 -2.70 0.24 0.185
N -1.92 0.94 1.33 -0.101
H -1.32 -0.70 3.80 0.522
C -1.68 -6.47 -2.81 -0.901
C -4.49 3.88 -1.13 -0.530
H -5.65 -2.23 -5.88 0.446
C -0.81 -5.00 -4.48 -0.635
H -5.56 0.85 -0.89 0.612
H 3.54 -0.85 -1.15 -0.365
C -4.98 -5.03 2.11 -0.832
H 0.31 1.81 -5.30 0.608
C -6.28 -0.71 -4.49 -1.028
C -3.89 -3.66 -0.08 0.288
H -0.25 -4.85 -5.40 0.390
C -3.13 -3.94 1.06 -0.811
H -1.51 1.49 3.33 0.556
H -2.58 1.37 0.69 -0.640
C -2.21 -5.37 -2.14 -0.877
H -3.34 5.33 -1.97 0.420
C -4.76 3.30 -2.52 -0.493
Sb -2.77 -2.42 -1.47 0.395
C -5.74 -4.78 0.98 -0.602
C -5.49 -1.77 -4.90 -0.994
C 1.14 0.33 3.19 -0.402
H -5.16 4.10 -3.16 0.374
H -0.57 -7.13 -4.52 0.386
C -5.07 -0.62 -2.40 0.491
H 1.68 -1.66 3.82 0.652
C 4.59 -1.09 -0.99 -0.210
C 2.66 1.89 -3.74 -1.600
C -1.38 1.91 2.33 -0.390
C -4.86 0.02 -1.05 -0.922
C -4.29 -1.70 -2.81 1.135
N 1.16 1.29 2.04 -0.348
H -6.69 0.69 -2.92 0.387
H -2.89 4.56 -4.00 0.474
H -2.32 -2.00 3.23 0.530
H -2.74 -1.03 1.07 0.262
O 6.71 -0.85 0.52 -0.868
H -0.74 -2.58 -5.42 0.549
C -1.39 3.96 -2.54 0.718
C 1.34 -1.21 2.89 -0.847
C 0.12 2.37 2.11 -0.985
H -3.90 2.13 -4.09 0.483
N -3.29 4.73 -1.16 -0.211
S -0.95 0.34 -2.29 1.313
C -3.54 2.66 -3.20 0.893
C -1.60 -1.25 2.91 -0.598
H -1.83 -7.46 -2.40 0.444
H 5.87 1.45 -1.50 0.361
B 1.37 -2.58 -1.23 -0.110
H -5.01 -0.69 -0.24 0.453
H -1.89 3.21 -4.48 0.433
H -4.33 3.10 -0.39 0.057
H -7.06 -0.33 -5.14 0.403
H 0.36 3.05 2.94 0.444
H -3.91 -3.11 -4.38 0.431
```

Results
Calculated total energy in a.u.: -4049.08101
Gap between HOMO and LUMO in eV: 5.363
Total charge: 0

6.
The following is a quantum chemistry calculation of C13H27F3SiTl as an isolated structure in a non-equilibrium geometry, from OMol25.

Geometry as XYZ:
```
45
Properties=species:S:1:pos:R:3:mulliken_charge:R:1
H -2.26 -1.97 0.91 0.352
H -1.24 1.13 2.68 0.350
H -2.31 -0.20 2.18 0.315
H 1.88 1.76 -1.49 0.322
C 1.89 2.06 -0.43 -1.593
H -1.52 -3.49 0.42 0.587
H -2.26 3.06 0.42 0.586
C 1.73 1.33 1.97 -1.677
C -1.58 1.03 0.50 2.268
H 1.89 -2.42 -0.30 0.275
F -0.09 1.25 -5.40 -0.230
H 0.18 -3.24 2.16 0.513
Tl 0.00 0.00 -2.64 1.207
H 0.59 -2.51 -1.49 0.323
F 1.12 -0.55 -5.40 -0.230
C -2.72 0.61 -0.43 -1.596
H -2.46 0.74 -1.49 0.323
C 1.68 0.85 0.50 2.263
H 1.16 2.85 -0.29 0.275
C 0.00 0.00 -4.92 0.338
C -2.02 0.83 1.97 -1.679
H -2.89 1.46 2.17 0.514
C -1.33 2.52 0.24 -1.816
C 2.84 -0.11 0.24 -1.814
H 2.86 -0.46 -0.79 0.346
C -0.10 -1.88 0.50 2.269
H -0.58 2.94 0.91 0.352
C 0.29 -2.17 1.97 -1.678
H 2.72 1.77 2.16 0.514
H 0.72 -3.73 -0.23 0.532
C 0.84 -2.66 -0.43 -1.595
H -3.59 1.24 -0.23 0.532
Si 0.00 0.00 0.25 -2.167
C -1.52 -2.41 0.24 -1.819
H -1.03 2.71 -0.79 0.346
H 2.87 2.49 -0.23 0.532
H -0.35 -1.64 2.68 0.351
H 2.84 -0.97 0.91 0.353
F -1.04 -0.70 -5.40 -0.230
H -3.04 -0.42 -0.29 0.274
H -1.83 -2.24 -0.79 0.346
H 3.78 0.42 0.42 0.587
H 0.99 2.10 2.18 0.314
H 1.33 -1.90 2.18 0.315
H 1.60 0.51 2.68 0.350
```

Results
Relative energy (zero: lowest compared OMol25 entry of this formula, charge and spin) in eV: 0.0000
Calculated total energy in a.u.: -1272.84501
Gap between HOMO and LUMO in eV: 8.512
Total charge: +1

calculated total energy of number 3 (CH5NOSi)? -460.38257 a.u.

Look up the calculated total energy of the first one. -2325.57432 a.u.

Which value of total charge does entry 2 give? 0

What did the fourth record say?
The following is a quantum chemistry calculation of a 7-piece molecular cluster, C21H21F7O21 overall in a non-equilibrium geometry, from OMol25.

Geometry as XYZ:
```
70
Properties=species:S:1:pos:R:3:nbo_charge:R:1
O -6.75 13.69 -12.93 -0.475
O -14.57 21.91 -6.93 -0.544
C -12.90 19.21 -5.87 0.430
O -8.80 11.21 -8.86 -0.545
H -11.89 10.05 -4.17 0.223
C -14.68 14.39 -12.74 0.434
C -17.68 15.82 -9.73 -0.127
O -12.34 10.79 -6.11 -0.480
H -14.50 17.93 -6.67 0.198
C -13.04 15.47 -9.27 0.971
H -5.51 15.33 -12.73 0.207
C -11.47 10.58 -5.02 -0.127
H -10.17 14.33 -8.94 0.232
C -10.21 9.91 -5.63 0.438
H -15.84 14.74 -14.52 0.203
O -6.27 13.41 -10.76 -0.512
F -5.74 11.62 -6.12 -0.354
O -12.06 10.84 -8.35 -0.558
F -10.86 16.19 -7.22 -0.336
H -13.08 18.04 -7.69 0.206
H -7.30 15.65 -12.78 0.222
O -6.71 11.09 -8.07 -0.467
O -18.49 16.22 -8.60 -0.481
O -15.09 12.86 -14.43 -0.479
C -16.97 17.11 -10.07 0.412
C -11.70 15.16 -7.54 0.431
O -18.42 17.96 -7.18 -0.557
C -6.51 15.00 -12.42 -0.129
C -14.90 14.26 -14.22 -0.135
H -16.00 16.96 -10.53 0.208
O -15.58 11.13 -13.06 -0.534
C -13.74 18.62 -7.04 -0.117
H -17.07 14.97 -9.45 0.208
H -11.43 13.25 -8.42 0.228
C -6.56 13.32 -7.50 -0.142
F -17.73 17.77 -11.03 -0.363
H -14.19 14.70 -14.92 0.209
H -13.62 14.63 -12.59 0.169
H -11.78 14.57 -6.63 0.158
H -18.32 15.48 -10.54 0.217
H -11.09 11.54 -4.63 0.175
H -9.27 10.25 -5.24 0.176
C -5.81 12.00 -7.46 0.428
O -14.21 19.81 -7.63 -0.472
C -6.72 14.75 -10.92 0.429
H -4.82 11.97 -7.91 0.190
C -18.03 17.40 -8.14 0.967
F -11.70 19.64 -6.37 -0.350
H -12.78 18.42 -5.14 0.172
H -6.46 13.94 -6.60 0.223
O -13.67 20.33 -5.57 -0.496
O -16.96 17.83 -8.89 -0.487
C -7.88 11.72 -8.30 0.960
O -12.00 14.86 -9.78 -0.462
F -10.35 8.55 -5.49 -0.342
O -13.97 15.83 -9.95 -0.599
C -14.18 20.80 -6.74 0.971
O -5.95 11.71 -12.17 -0.533
H -6.14 14.10 -8.15 0.193
O -7.89 12.96 -7.80 -0.485
F -8.06 14.78 -10.65 -0.344
O -10.42 10.15 -7.01 -0.474
H -6.21 15.46 -10.28 0.171
O -14.92 13.13 -12.21 -0.498
C -11.65 10.60 -7.26 0.971
O -13.01 15.57 -7.92 -0.486
C -11.23 14.29 -8.71 -0.138
F -15.57 15.31 -12.26 -0.340
C -15.30 12.26 -13.25 0.972
C -6.38 12.81 -11.99 0.964
```

Results
Relative energy (zero: lowest compared OMol25 entry of this formula, charge and spin) in eV: 1.7423
SMILES: O=C1OC[C@@H](F)O1.O=C1OC[C@@H](F)O1.O=C1OC[C@@H](F)O1.O=C1OC[C@@H](F)O1.O=C1OC[C@@H](F)O1.O=C1OC[C@@H](F)O1.O=C1OC[C@@H](F)O1
Calculated total energy in a.u.: -3091.99397
Gap between HOMO and LUMO in eV: 10.882
Total charge: 0